Below is a structure of composition C18H13CoN3O4 in a non-equilibrium geometry, with properties calculated with ωB97M-V with the def2-TZVPD basis set.

Structure (XYZ):
```
39
Properties=species:S:1:pos:R:3:lowdin_charge:R:1
Co -0.057 0.257 0.300 0.86
O -0.614 -5.518 -3.535 -0.03
O 1.603 -5.651 -2.982 -0.03
O 0.063 3.124 0.561 0.01
O -0.518 2.307 2.555 -0.15
N 0.092 -1.512 -0.702 0.04
N -1.990 0.012 -0.518 0.03
N 1.994 -0.220 0.483 0.03
C -0.166 2.127 1.186 -0.49
C -2.989 0.882 -0.381 -0.09
C 2.900 0.539 1.097 -0.09
C -3.411 -1.448 -1.742 0.02
C 4.220 0.143 1.223 -0.03
C -4.458 -0.551 -1.585 -0.03
C -0.782 1.114 3.268 -0.14
C 0.316 -3.849 -2.129 -0.07
C -4.248 0.636 -0.902 -0.03
C 3.656 -1.859 0.031 0.02
C -2.178 -1.130 -1.198 -0.17
C 4.596 -1.078 0.686 -0.03
C -0.960 -1.999 -1.335 -0.17
C 0.441 -5.209 -2.949 -0.66
C 1.408 -3.317 -1.489 0.07
C 1.258 -2.128 -0.778 -0.17
C -0.885 -3.183 -2.064 0.07
C 2.355 -1.394 -0.060 -0.17
H 0.089 0.449 3.289 0.07
H -1.727 -3.610 -2.596 0.12
H 3.926 -2.809 -0.409 0.12
H 2.349 -3.847 -1.572 0.12
H -5.034 1.365 -0.768 0.11
H 2.537 1.487 1.481 0.12
H -3.545 -2.374 -2.282 0.12
H -2.749 1.795 0.154 0.12
H -1.633 0.567 2.849 0.07
H -1.024 1.395 4.290 0.09
H -5.429 -0.778 -2.004 0.12
H 5.619 -1.421 0.767 0.12
H 4.925 0.786 1.730 0.11
```

## Properties
Kohn-Sham gap (alpha / beta): 6.822 / 6.729 eV
Total energy: -2541.72983 Eh
Energy relative to the best compared isomer or geometry (same formula, charge and spin): 18.9 kJ/mol
Charge: 0
E_HOMO (alpha / beta): -8.22 / -8.22 eV
Expectation value of S²: 3.76
2S+1: 4

---

Below is an isolated molecule of C4H12N2O in a non-equilibrium geometry, with properties calculated with ωB97M-V with the def2-TZVPD basis set.

Structure (XYZ):
```
19
Properties=species:S:1:pos:R:3:lowdin_charge:R:1
O 2.332 1.219 -0.714 -0.06
N 0.141 -1.727 0.322 -0.12
N -1.253 1.292 0.338 0.04
C 0.105 0.750 0.172 -0.40
C -1.139 -2.301 0.692 -0.14
C 1.033 1.758 -0.491 -0.24
C 0.063 -0.591 -0.556 -0.22
H 0.496 0.576 1.175 0.14
H 0.855 -0.608 -1.305 0.11
H 1.068 2.615 0.179 0.12
H -1.768 -2.503 -0.178 0.07
H 0.774 -2.428 -0.029 0.10
H 0.649 2.054 -1.462 0.12
H -1.665 -1.623 1.357 0.07
H -1.558 1.701 -0.542 0.07
H 2.922 1.522 -0.018 0.09
H -0.869 -0.568 -1.151 0.12
H -1.221 2.090 0.973 0.07
H -0.965 -3.227 1.239 0.07
```

## Properties
Kohn-Sham gap: 9.390 eV
Total energy: -344.32633 Eh
Energy relative to the best compared isomer or geometry (same formula, charge and spin): 154.1 kJ/mol
Charge: 0
E_HOMO: -8.46 eV
SMILES: CNC[C@H](N)CO
2S+1: 1